{"formula": "C45H54BrClIN3O6PRuSeSi", "method": "ωB97M-V/def2-TZVPD", "relative_energy_kcal_mol": 53.3, "spin_multiplicity": 6, "homo_ev": [-6.6, -7.9], "total_charge": 0, "e_lumo_ev": [-1.4, -3.3], "e_tot_ev": -240043.4739, "elements": ["I", "Ru", "Br", "Se", "Cl", "P", "Si", "O", "O", "O", "O", "O", "O", "N", "N", "N", "C", "C", "C", "C", "C", "C", "C", "C", "C", "C", "C", "C", "C", "C", "C", "C", "C", "C", "C", "C", "C", "C", "C", "C", "C", "C", "C", "C", "C", "C", "C", "C", "C", "C", "C", "C", "C", "C", "C", "C", "C", "C", "C", "C", "C", "H", "H", "H", "H", "H", "H", "H", "H", "H", "H", "H", "H", "H", "H", "H", "H", "H", "H", "H", "H", "H", "H", "H", "H", "H", "H", "H", "H", "H", "H", "H", "H", "H", "H", "H", "H", "H", "H", "H", "H", "H", "H", "H", "H", "H", "H", "H", "H", "H", "H", "H", "H", "H", "H"], "coordinates": [[0.272, -0.305, 2.326], [-2.385, -0.313, 1.999], [2.559, 1.538, -2.504], [-6.660, -1.554, -0.060], [0.204, -2.786, -1.739], [-2.650, -1.893, 3.492], [4.085, 0.909, -4.111], [1.312, -3.579, -2.270], [0.251, -1.443, -2.312], [-2.046, 0.384, 0.013], [-1.101, -3.358, -2.003], [0.464, -2.703, -0.211], [-4.130, 5.066, 1.683], [-4.473, -0.476, 1.556], [-2.219, 1.700, 2.430], [-2.574, 2.922, -2.255], [-5.099, -2.679, 4.693], [5.723, 1.839, -3.699], [-2.936, -5.803, 1.046], [-0.256, 1.197, 3.762], [-5.455, -0.804, 0.962], [-3.697, 3.692, -0.312], [-2.717, -3.456, 2.544], [-2.393, 1.741, -1.852], [-3.191, 3.889, -1.593], [-1.660, 3.102, 4.307], [1.702, 0.669, -5.946], [-1.335, -1.391, 5.861], [-2.496, -4.572, 0.476], [6.871, 1.397, -4.586], [-6.175, -2.465, 5.552], [-3.100, 2.541, 0.383], [-4.423, 4.892, 0.331], [-4.169, -1.629, 4.482], [0.843, -2.948, 5.252], [6.042, 1.621, -2.192], [3.940, -1.461, -2.208], [3.178, 1.322, -5.857], [-2.358, -3.412, 1.222], [0.805, -2.283, 6.466], [-0.254, -2.996, 4.402], [-3.105, -5.854, 2.449], [-2.976, -4.660, 3.215], [5.613, -1.539, -4.171], [-5.581, -0.149, 5.833], [-0.735, 3.489, 5.314], [-1.426, 1.987, 3.539], [-3.112, 2.434, 1.814], [3.974, 0.898, -7.089], [-2.502, 1.482, -0.423], [0.668, 1.549, 4.748], [0.408, 2.758, 5.526], [-1.382, -2.196, 4.715], [3.131, -1.761, -4.509], [-2.166, 0.636, -2.820], [2.908, 2.903, -5.892], [-4.418, -0.358, 5.061], [-0.278, -1.473, 6.756], [5.450, 3.378, -3.886], [4.196, -0.973, -3.705], [-6.396, -1.222, 6.137], [2.895, -1.306, -1.937], [2.631, 3.255, -4.895], [-5.503, 4.704, 0.182], [7.099, 0.343, -4.490], [-4.239, 5.976, 2.075], [-2.085, -0.636, 6.047], [5.244, 1.964, -1.507], [4.998, 1.332, -7.105], [3.822, 3.433, -6.183], [-7.224, -1.049, 6.826], [7.711, 1.974, -4.239], [6.324, -1.088, -3.434], [-2.809, 0.810, -3.724], [1.781, -3.504, 5.079], [3.392, 1.310, -7.946], [4.520, 3.672, -3.361], [4.027, -0.157, -7.183], [6.756, 1.688, -5.629], [1.562, 0.960, 4.821], [-5.114, -3.612, 4.106], [-3.343, -6.847, 2.893], [-0.269, -0.940, 7.668], [-0.843, 4.438, 5.917], [3.305, -1.870, -5.583], [-1.771, -2.570, 0.772], [1.196, 1.311, -6.732], [-3.813, 2.995, 2.383], [5.699, -2.620, -4.003], [1.205, 0.722, -4.989], [4.511, -1.022, -1.351], [-3.185, -4.675, 4.286], [5.324, 3.508, -4.956], [-0.334, -3.645, 3.523], [3.121, -2.761, -4.077], [-1.161, 0.372, -3.093], [-2.427, -4.532, -0.617], [4.039, -2.576, -2.185], [-4.104, 5.817, -0.223], [6.287, 3.977, -3.485], [-6.854, -3.279, 5.797], [-3.709, 0.457, 5.002], [6.254, 0.554, -1.953], [1.231, 3.050, 6.252], [2.109, -1.383, -4.303], [-2.498, -0.265, -2.256], [-3.392, 4.777, -2.191], [5.959, -1.138, -5.147], [1.679, -0.310, -6.296], [1.708, -2.283, 7.049], [-5.811, 0.846, 6.262], [-2.475, 3.720, 4.131], [2.125, 3.171, -6.630], [-3.055, -6.671, 0.393], [6.935, 2.162, -1.902]], "atomic_forces_ev_per_a": [[0.1, 0.6, 0.0], [-1.0, 1.4, -2.6], [0.1, 0.3, -0.4], [-0.4, 0.2, 0.1], [1.9, 0.5, 2.0], [-1.2, -2.1, 1.4], [-0.8, -0.6, 0.1], [-1.5, 0.4, 0.2], [-0.1, -0.7, 0.5], [-0.5, -0.3, 0.5], [0.7, 0.0, 0.2], [-1.1, 0.1, -2.7], [0.3, 0.7, 1.8], [-0.2, -0.1, -0.3], [2.3, -2.6, 1.8], [-0.7, 3.4, -2.3], [-0.3, 0.6, -0.4], [-1.4, 0.9, 0.9], [0.7, 1.7, 0.6], [0.5, 0.6, 0.6], [2.3, -0.2, 0.6], [1.5, -0.9, 2.5], [0.2, 0.4, 1.8], [1.0, -2.1, 1.3], [-0.3, -1.1, -1.3], [2.1, 0.1, 2.0], [1.2, 3.0, -0.6], [0.1, 0.0, 0.0], [-1.2, -1.5, -0.8], [0.2, 0.5, 0.2], [0.0, -0.1, 0.2], [-1.7, 1.3, -0.2], [0.1, 0.4, -1.0], [-0.7, -0.1, 0.2], [0.7, -1.3, 0.0], [-0.2, -0.9, 0.1], [0.0, 0.0, -0.1], [-1.1, 0.5, 1.1], [0.9, -0.1, -1.1], [-0.1, 0.7, -0.9], [-0.9, 0.1, 0.3], [0.1, 0.0, -0.2], [-0.9, -1.2, -1.0], [0.1, 1.7, 1.7], [1.0, 0.3, 0.0], [-0.3, 0.8, 0.1], [0.0, -0.3, -1.2], [-1.3, 1.6, -1.5], [-0.2, 1.8, -0.1], [0.5, 0.6, -0.5], [-1.7, 1.6, -0.2], [2.1, -2.0, -0.1], [1.4, 0.4, 0.5], [-0.7, 0.0, 0.7], [-1.9, -1.0, 0.5], [0.6, -1.0, -0.1], [-0.7, -0.8, 0.3], [0.2, -0.8, -0.5], [0.0, -1.1, 0.3], [0.8, -1.3, -0.3], [-0.3, 0.2, 0.1], [-0.1, 0.1, -0.2], [-0.2, 0.1, -0.2], [0.2, 0.3, 0.0], [0.1, 0.2, -0.1], [-0.1, -1.4, -1.4], [-0.2, -0.2, 0.1], [0.2, -0.2, -0.6], [-0.6, -0.3, -0.1], [-0.2, -0.1, 0.0], [0.1, -0.3, -0.3], [0.8, 0.1, 0.1], [-0.2, -0.5, -0.5], [0.7, -0.2, 0.8], [-0.8, 0.1, -0.4], [0.6, -0.4, 0.1], [0.5, -0.1, -0.3], [0.1, -1.1, -0.1], [-0.3, -0.2, -0.2], [0.3, 0.0, 0.4], [0.5, 0.6, 0.5], [0.2, 1.1, 0.0], [-0.2, 0.7, 0.7], [-0.2, -1.2, -0.9], [0.1, 0.3, 0.1], [-1.0, -0.5, 0.1], [0.2, -0.7, 1.0], [-0.4, 0.7, 0.3], [-0.3, 0.2, -0.6], [-0.4, 0.2, 0.1], [0.0, -0.2, -1.1], [0.2, 0.0, -0.3], [0.1, 0.6, 0.0], [0.5, 0.3, 0.2], [0.0, -0.2, -0.2], [0.7, 0.4, 0.0], [0.6, 0.1, 0.6], [0.3, 0.8, -0.1], [-0.5, -0.9, 0.1], [-0.2, -0.2, -0.3], [0.1, 0.1, -0.2], [0.1, 0.1, -0.4], [-0.3, 0.6, -0.2], [-1.4, -0.2, -0.9], [0.5, -0.1, -0.3], [0.1, 0.3, -0.8], [0.3, 0.2, 0.5], [-0.5, -0.9, 0.3], [0.2, -1.7, -0.5], [0.0, -0.1, 0.5], [0.3, -0.7, -0.4], [-1.5, 0.9, -0.5], [0.3, -0.3, 0.4], [0.0, 0.3, 0.4], [0.4, 0.3, -0.2]]}


{"formula": "C2H4ClNO2", "method": "ωB97M-V/def2-TZVPD", "relative_energy_kcal_mol": 53.4, "smiles": "O/C=N\\Cl.C=O", "homo_ev": -10.3, "total_charge": 0, "e_lumo_ev": 0.5, "e_tot_ev": -20243.9077, "elements": ["Cl", "O", "O", "N", "C", "C", "H", "H", "H", "H"], "coordinates": [[1.481, 0.052, 2.491], [-1.327, 0.259, 1.891], [-0.688, 0.263, -2.053], [0.757, 0.372, 0.867], [-0.492, 0.373, 0.893], [0.362, -0.327, -2.219], [-0.889, -0.252, 2.746], [1.133, -0.383, -1.428], [0.623, -0.821, -3.120], [-0.961, 0.465, -0.067]], "atomic_forces_ev_per_a": [[-0.5, 0.2, -0.9], [0.3, -2.2, 3.7], [0.8, -0.6, -0.5], [2.4, -0.4, 0.8], [-0.8, 0.0, 0.2], [-0.6, 1.0, 1.5], [-1.1, 2.1, -3.1], [-0.3, 0.1, 0.0], [0.0, -0.6, -1.4], [-0.3, 0.4, -0.4]]}


{"formula": "C46H48N9O3PRuS4Se", "method": "ωB97M-V/def2-TZVPD", "relative_energy_kcal_mol": 7.8, "spin_multiplicity": 2, "homo_ev": [-4.2, -4.0], "total_charge": -1, "e_lumo_ev": [1.0, 1.0], "e_tot_ev": -188596.5043, "elements": ["Ru", "Se", "S", "S", "S", "S", "P", "O", "O", "O", "N", "N", "N", "N", "N", "N", "N", "N", "N", "C", "C", "C", "C", "C", "C", "C", "C", "C", "C", "C", "C", "C", "C", "C", "C", "C", "C", "C", "C", "C", "C", "C", "C", "C", "C", "C", "C", "C", "C", "C", "C", "C", "C", "C", "C", "C", "C", "C", "C", "C", "C", "C", "C", "C", "C", "H", "H", "H", "H", "H", "H", "H", "H", "H", "H", "H", "H", "H", "H", "H", "H", "H", "H", "H", "H", "H", "H", "H", "H", "H", "H", "H", "H", "H", "H", "H", "H", "H", "H", "H", "H", "H", "H", "H", "H", "H", "H", "H", "H", "H", "H", "H", "H"], "coordinates": [[0.240, -0.083, -0.165], [-0.157, -0.601, 4.238], [6.123, -4.403, 2.427], [-4.636, 0.500, 2.752], [-1.774, -0.331, 2.306], [0.009, 8.147, 4.924], [-1.796, 0.210, -1.301], [1.361, 8.607, 5.198], [-0.365, 6.915, 5.588], [-1.011, 9.177, 4.930], [-3.249, -0.720, 4.513], [4.545, -4.764, 2.434], [0.227, 1.875, 0.714], [6.035, -2.858, 1.955], [0.160, 6.416, 2.832], [0.504, -1.480, -1.740], [2.290, -0.119, 0.557], [0.292, 8.729, 2.304], [0.622, -2.131, 1.321], [0.460, 7.084, 0.591], [0.439, 8.399, 1.031], [-2.570, 1.820, -1.833], [-1.689, 2.649, -2.777], [-1.801, -1.095, -5.237], [0.321, 4.641, 1.238], [5.031, -0.213, 1.085], [-3.337, -0.696, -0.739], [3.087, 0.928, 0.349], [-0.185, -3.091, 1.743], [0.241, -4.306, 2.269], [4.911, -5.097, -1.180], [-3.003, 2.635, -0.610], [3.950, -2.850, -1.809], [-1.411, -0.593, -2.884], [-0.245, -1.404, -2.862], [-2.145, -0.447, -4.063], [0.116, 3.713, 2.248], [1.944, -2.333, 1.448], [1.578, -2.399, -1.733], [4.759, -2.580, 1.782], [0.079, -2.090, -4.067], [-3.152, -0.245, 3.282], [-5.522, -0.097, 4.227], [-4.439, -0.360, 5.266], [0.091, 2.359, 1.955], [2.462, -3.533, 1.954], [1.590, -4.536, 2.362], [2.840, -1.228, 1.089], [-2.924, -2.135, -0.441], [-0.679, -1.931, -5.205], [0.152, 7.703, 3.154], [0.473, 2.773, -0.253], [-2.585, -0.898, -6.511], [1.353, -3.757, -1.446], [0.320, 6.095, 1.550], [-4.542, -0.694, -1.676], [3.129, -0.586, -2.540], [2.886, -1.971, -2.001], [3.748, -4.164, -1.413], [2.437, -4.611, -1.281], [4.447, 0.940, 0.618], [4.220, -1.316, 1.322], [-0.052, -4.281, -1.351], [0.534, 4.133, -0.042], [3.899, -3.677, 2.064], [-1.247, -2.893, 1.696], [-6.047, -1.008, 3.947], [2.251, -5.649, -1.019], [-2.039, -0.263, -7.215], [2.639, 1.823, -0.055], [-1.953, -2.133, 0.049], [3.132, -0.610, -3.633], [-3.547, -0.424, -6.309], [-5.308, -1.360, -1.266], [-1.065, 2.012, -3.405], [-4.995, 0.292, -1.782], [5.806, -4.536, -0.902], [-0.505, -4.325, -2.345], [-4.267, -1.074, -2.660], [5.139, -5.671, -2.081], [-2.315, 3.257, -3.435], [-3.653, -2.631, 0.207], [0.951, -2.732, -4.083], [-3.451, 3.581, -0.923], [-1.048, 3.328, -2.218], [-6.237, 0.659, 4.539], [1.996, -5.458, 2.758], [-4.254, 0.527, 5.877], [-3.462, 1.527, -2.388], [-2.838, -2.702, -1.371], [4.963, -2.493, -1.975], [0.627, 2.360, -1.244], [-0.488, -5.033, 2.598], [-0.031, 1.629, 2.743], [4.090, -0.195, -2.203], [-0.068, -5.279, -0.912], [-4.723, -1.179, 5.925], [4.685, -5.805, -0.381], [-0.011, 4.070, 3.262], [-2.343, -0.892, 4.974], [-2.150, 2.862, 0.032], [-0.664, -3.615, -0.750], [0.543, 9.226, 0.335], [-3.740, 2.097, -0.008], [2.332, 0.088, -2.227], [-3.012, 0.206, -4.073], [-0.391, -2.465, -6.106], [0.753, 4.787, -0.876], [-2.769, -1.852, -7.011], [5.020, 1.837, 0.434], [-3.613, -0.203, 0.198], [0.581, 6.856, -0.459], [6.094, -0.285, 1.277]], "atomic_forces_ev_per_a": [[-0.2, 0.9, -0.5], [-1.2, 0.0, -1.5], [-0.1, 0.1, 0.0], [0.1, 0.0, -0.1], [1.1, 0.2, 1.8], [0.0, -0.1, -0.1], [0.3, -0.5, -0.3], [0.0, 0.0, 0.0], [0.0, 0.0, 0.0], [0.0, 0.0, 0.0], [0.0, 0.4, 0.1], [0.0, -0.2, 0.1], [-0.1, 0.2, 0.2], [0.2, 0.0, 0.0], [0.0, 0.0, 0.0], [0.1, -0.4, -0.1], [0.0, -0.3, -0.1], [0.0, -0.3, -0.1], [0.1, 0.0, 0.0], [0.1, -0.1, -0.3], [0.0, 0.0, 0.2], [0.2, 0.0, 0.2], [-0.1, -0.1, 0.0], [-0.2, 0.0, -0.2], [0.0, -0.1, -0.1], [0.1, 0.0, 0.0], [0.2, -0.1, 0.0], [0.1, 0.2, 0.0], [-0.1, 0.0, 0.1], [0.0, 0.0, -0.1], [-0.1, 0.1, 0.0], [-0.1, -0.1, -0.1], [0.0, 0.1, 0.0], [-0.1, 0.1, 0.0], [0.0, -0.1, 0.0], [0.1, -0.1, 0.1], [0.0, 0.1, 0.1], [-0.1, -0.1, 0.0], [0.0, 0.0, -0.1], [-0.1, 0.0, 0.0], [-0.1, 0.0, 0.0], [-0.3, -0.3, 0.3], [0.0, -0.1, -0.2], [-0.1, 0.0, 0.1], [0.0, -0.1, 0.0], [0.0, 0.1, 0.0], [0.1, -0.1, 0.0], [0.1, 0.1, 0.0], [-0.1, 0.1, 0.1], [0.0, 0.0, 0.2], [0.0, 0.1, 0.3], [0.0, 0.1, 0.0], [0.2, 0.0, 0.1], [0.1, 0.0, 0.0], [0.0, 0.3, 0.1], [0.0, 0.1, 0.2], [0.0, -0.1, 0.1], [0.0, 0.0, 0.1], [0.0, -0.1, 0.0], [0.0, 0.0, 0.0], [0.0, -0.1, 0.0], [0.0, 0.0, 0.0], [0.1, 0.0, 0.1], [0.1, 0.1, 0.0], [0.0, 0.1, -0.1], [0.0, 0.0, -0.1], [0.0, 0.0, 0.1], [0.0, 0.0, 0.0], [-0.1, 0.0, 0.0], [-0.1, -0.1, -0.1], [0.0, -0.1, 0.0], [0.0, 0.0, 0.0], [0.0, 0.0, 0.0], [0.0, 0.0, 0.0], [0.0, 0.0, 0.0], [0.0, 0.0, -0.1], [0.0, 0.0, 0.0], [0.0, 0.0, 0.0], [0.0, 0.0, 0.0], [0.0, 0.0, 0.0], [0.0, 0.0, 0.0], [0.0, 0.0, 0.0], [0.0, 0.0, 0.0], [0.0, 0.0, 0.0], [0.0, 0.0, 0.0], [0.0, 0.0, 0.0], [0.0, 0.0, 0.0], [0.1, 0.0, -0.1], [0.0, 0.0, 0.0], [0.0, 0.0, 0.0], [0.0, 0.0, 0.0], [0.0, 0.0, 0.0], [0.0, 0.0, 0.0], [0.0, 0.0, 0.0], [0.0, 0.0, 0.0], [0.0, 0.0, 0.0], [0.0, 0.0, 0.0], [0.0, 0.0, 0.0], [0.0, -0.1, 0.0], [0.0, -0.1, -0.1], [0.0, 0.0, 0.0], [0.0, 0.0, 0.0], [0.0, -0.1, -0.1], [0.0, 0.0, 0.0], [0.0, 0.0, 0.0], [0.0, 0.0, 0.0], [0.0, 0.0, 0.0], [0.0, 0.0, 0.0], [-0.1, 0.0, 0.0], [0.0, 0.0, 0.0], [0.0, 0.0, 0.0], [0.0, 0.0, 0.0], [0.0, 0.0, 0.0]]}